(1)
DFT (ωB97M-V with the def2-TZVPD basis set) results for C2H4F2Si in the gas phase at a distorted geometry.

CARTESIAN COORDINATES (ANGSTROEM)
C: 0.96863 -0.96305 0.94905
C: -0.05490 -0.20523 0.59551
F: 2.13362 -1.05213 0.20016
F: -1.06639 -0.29502 1.54351
Si: -0.66849 0.80669 -1.02478
H: 1.24569 -1.40869 1.95388
H: 0.59446 0.99968 -1.81755
H: -1.66917 -0.03040 -1.52445
H: -1.48345 2.14815 -0.87532

The spin multiplicity is 3. Its orbital gap (alpha / beta) is 6.698 / 9.284 eV. The calculation puts the HOMO energy (alpha / beta) at -5.874 / -11.730 eV.

***

(2)
DFT (ωB97M-V with the def2-TZVPD basis set) results for C2H4F3N in the gas phase at a distorted geometry.

CARTESIAN COORDINATES (ANGSTROEM)
C: 0.62921 -0.18648 -0.27195
C: -0.21538 0.94524 0.33873
H: -0.37511 -1.72551 0.58912
H: -0.93557 -1.38776 -0.94661
H: 1.51579 -0.31077 0.30383
H: 0.87584 0.27354 -1.24107
N: -0.07163 -1.44659 -0.37118
F: -1.43653 0.92316 -0.22783
F: -0.31998 0.80582 1.68973
F: 0.33336 2.10935 0.13722

Its orbital gap is 11.067 eV. The calculation puts the HOMO energy at -10.070 eV. As for the SMILES: NCC(F)(F)F.

***

(3)
DFT (ωB97M-V with the def2-TZVPD basis set) results for a molecular structure, C2H4F3N at a distorted geometry.

CARTESIAN COORDINATES (ANGSTROEM)
C: 0.01225 0.23114 -0.61822
C: -0.77991 -0.20082 0.51089
H: 1.77678 1.17748 -0.01044
H: 1.29072 -0.93311 0.41101
H: -0.13219 1.20477 -1.04734
H: -0.24145 -0.50992 -1.53086
N: 1.45929 0.10677 -0.34523
F: -0.47814 -1.50356 1.02698
F: -0.81655 0.65879 1.57571
F: -2.09080 -0.23154 0.02750

Its orbital gap is 10.650 eV. The calculation puts the HOMO energy at -9.979 eV.